--- 1 ---
Molecular formula: C18H22N2O6S2
Method: DFT, the ωB97M-V functional and the def2-TZVPD basis

ORCA input file:
```
! wB97M-V def2-TZVPD RIJCOSX def2/J DEFGRID3
* xyz 0 1
C -3.626 -3.996 -0.316
O -3.516 -2.584 -0.229
C -2.348 -2.116 0.225
O -1.438 -2.864 0.559
C -2.261 -0.667 0.276
C -1.068 -0.061 0.631
N 0.075 -0.727 0.982
C 1.241 -0.082 1.210
O 1.314 1.133 1.232
C 2.436 -0.992 1.429
C 2.759 -1.746 0.132
S 4.399 -2.535 0.140
C 5.399 -1.019 0.150
C 5.037 -0.052 -0.976
C 5.012 1.419 -0.501
O 5.409 2.326 -1.180
O 4.416 1.527 0.673
C 4.082 2.827 1.161
N 3.729 -0.259 -1.573
C 2.617 -0.848 -1.086
O 1.545 -0.717 -1.638
S -1.133 1.651 0.575
C -2.804 1.575 0.072
C -3.266 0.304 -0.040
C -4.672 0.006 -0.458
C -5.545 1.257 -0.371
C -4.839 2.450 -1.010
C -3.595 2.809 -0.198
H -4.620 -4.198 -0.706
H -2.862 -4.397 -0.986
H -3.500 -4.450 0.670
H -0.023 -1.745 0.922
H 3.269 -0.354 1.725
H 2.229 -1.707 2.226
H 2.052 -2.569 -0.002
H 6.431 -1.349 0.049
H 5.278 -0.550 1.126
H 5.769 -0.122 -1.790
H 4.647 3.007 2.075
H 3.011 2.813 1.369
H 4.326 3.580 0.411
H 3.555 0.316 -2.389
H -5.082 -0.785 0.171
H -4.660 -0.373 -1.484
H -6.498 1.071 -0.868
H -5.750 1.485 0.677
H -5.511 3.309 -1.057
H -4.546 2.191 -2.029
H -2.982 3.537 -0.733
H -3.892 3.269 0.751
*
```

- HOMO: -0.28852 hartree
- Orbital gap: 8.46 eV
- LUMO energy: 0.6 eV
- SMILES: COC(=O)c1c(NC(=O)C[C@@H]2SC[C@H](C(=O)OC)NC2=O)sc2c1CCCC2



--- 2 ---
Molecular formula: C18H22N2O6S2
Method: DFT, the ωB97M-V functional and the def2-TZVPD basis

ORCA input file:
```
! wB97M-V def2-TZVPD RIJCOSX def2/J DEFGRID3
* xyz 0 1
C -2.568 -3.550 -1.886
O -2.964 -2.358 -1.230
C -2.096 -1.337 -1.297
O -1.031 -1.439 -1.892
C -2.527 -0.138 -0.605
C -1.685 0.961 -0.533
N -0.446 1.041 -1.106
C 0.357 2.118 -0.915
O -0.022 3.099 -0.307
C 1.726 2.026 -1.564
C 2.799 2.221 -0.485
S 4.427 2.584 -1.229
C 5.159 0.934 -1.081
C 5.190 0.568 0.397
C 6.007 -0.713 0.600
O 7.038 -0.930 0.025
O 5.460 -1.529 1.497
C 6.167 -2.736 1.769
N 3.848 0.433 0.906
C 2.725 1.052 0.488
O 1.638 0.694 0.893
S -2.340 2.263 0.367
C -3.792 1.334 0.658
C -3.757 0.103 0.091
C -4.897 -0.861 0.214
C -6.157 -0.155 0.713
C -5.836 0.742 1.905
C -4.924 1.884 1.458
H -2.398 -3.364 -2.949
H -1.645 -3.937 -1.448
H -3.382 -4.257 -1.747
H -0.154 0.175 -1.564
H 1.856 1.069 -2.071
H 1.815 2.834 -2.292
H 2.538 3.120 0.085
H 6.167 0.985 -1.487
H 4.565 0.219 -1.651
H 5.731 1.362 0.939
H 6.126 -3.397 0.901
H 5.669 -3.192 2.620
H 7.211 -2.518 1.999
H 3.694 -0.308 1.577
H -4.612 -1.655 0.910
H -5.087 -1.333 -0.751
H -6.573 0.457 -0.090
H -6.905 -0.900 0.991
H -5.332 0.153 2.674
H -6.754 1.148 2.334
H -5.491 2.595 0.849
H -4.539 2.432 2.321
*
```

- HOMO: -0.28231 hartree
- Orbital gap: 8.20 eV
- LUMO energy: 0.5 eV
- SMILES: COC(=O)c1c(NC(=O)C[C@@H]2SC[C@H](C(=O)OC)NC2=O)sc2c1CCCC2



Most stable: 2



--- 1 ---
Molecular formula: C5H6BrNO2
Method: DFT, the ωB97M-V functional and the def2-TZVPD basis

ORCA input file:
```
! wB97M-V def2-TZVPD RIJCOSX def2/J DEFGRID3
* xyz 0 1
C -1.019 -1.288 0.076
C -1.863 -0.212 -0.082
C 0.372 -0.926 0.130
C -1.437 0.912 -0.774
C 2.100 0.841 -0.154
N 0.725 0.294 -0.072
O 1.252 -1.913 0.458
O -1.448 2.169 -0.546
Br -3.756 -0.304 0.069
H -1.416 -2.282 0.395
H 2.346 0.996 0.818
H 2.742 0.283 -0.774
H 1.919 1.871 -0.631
H 0.892 -2.854 0.681
H -1.410 2.413 0.407
*
```

- HOMO: -0.28235 hartree
- Orbital gap: 7.82 eV
- LUMO energy: 0.1 eV



--- 2 ---
Molecular formula: C5H6BrNO2
Method: DFT, the ωB97M-V functional and the def2-TZVPD basis

ORCA input file:
```
! wB97M-V def2-TZVPD RIJCOSX def2/J DEFGRID3
* xyz 0 1
O -0.995 -1.273 1.719
N 0.108 -1.133 1.182
C 0.620 -0.026 0.643
Br 2.354 -0.174 0.052
C -0.231 1.235 0.455
C 0.448 2.522 0.199
O -0.194 1.802 -0.818
H 0.647 -2.014 1.236
H -1.162 1.322 0.917
H 0.004 3.385 0.604
H 1.508 2.491 -0.005
C -0.363 -2.077 -1.173
C 0.420 -3.003 -1.285
H -0.887 -1.139 -1.386
H 0.938 -3.845 -1.075
*
```

- HOMO (alpha / beta): -0.31548 / -0.31550 hartree
- Orbital gap (alpha / beta): 9.13 / 9.13 eV
- LUMO energy (alpha / beta): 0.5 / 0.5 eV
- SMILES: [O-]/[NH+]=C(/Br)[C@H]1CO1.C#C



--- 3 ---
Molecular formula: C5H6BrNO2
Method: DFT, the ωB97M-V functional and the def2-TZVPD basis

ORCA input file:
```
! wB97M-V def2-TZVPD RIJCOSX def2/J DEFGRID3
* xyz 0 1
Br -1.631 -1.277 1.836
C -0.175 -0.382 0.648
C -0.049 -1.345 -0.617
C 0.404 -0.811 -1.866
O 1.230 -1.671 -1.132
C -0.712 1.170 0.073
C -0.147 2.002 0.936
O 0.742 1.442 1.712
N 0.877 0.043 1.281
H -0.803 -2.061 -0.715
H -0.167 -1.267 -2.730
H 0.767 0.207 -1.803
H -1.454 1.253 -0.710
H -0.127 3.098 0.982
H 1.246 -0.402 2.105
*
```

- HOMO: -0.33280 hartree
- Orbital gap: 9.91 eV
- LUMO energy: 0.8 eV
- SMILES: Br[C@@]1([C@H]2CO2)C=CON1



Most stable: 1



--- 1 ---
Molecular formula: CH5NO
Method: DFT, the ωB97M-V functional and the def2-TZVPD basis

ORCA input file:
```
! wB97M-V def2-TZVPD RIJCOSX def2/J DEFGRID3
* xyz 0 1
C -2.199 -0.826 -2.223
N -2.474 0.055 -1.349
H -1.789 -0.417 -3.151
H -2.169 -1.903 -2.055
H -2.723 -0.467 -0.501
O 3.673 0.797 2.848
H 3.965 0.154 2.215
H 4.074 0.581 3.662
*
```

- HOMO: -0.38369 hartree
- Orbital gap: 11.56 eV
- LUMO energy: 1.1 eV
- SMILES: C=N.O



--- 2 ---
Molecular formula: CH5NO
Method: DFT, the ωB97M-V functional and the def2-TZVPD basis

ORCA input file:
```
! wB97M-V def2-TZVPD RIJCOSX def2/J DEFGRID3
* xyz 0 1
N -0.656 -0.076 0.893
O -1.197 1.009 0.697
H 0.302 -0.073 1.540
C 1.392 -0.743 -1.328
H 0.522 -0.564 -0.804
H 1.932 0.162 -1.406
H 1.153 -1.090 -2.353
H 1.905 -1.516 -0.833
*
```

- HOMO: -0.35609 hartree
- Orbital gap: 9.09 eV
- LUMO energy: -0.6 eV
- SMILES: N=O.C



Most stable: 1



--- 1 ---
Molecular formula: CH3NO4S
Method: DFT, the ωB97M-V functional and the def2-TZVPD basis

ORCA input file:
```
! wB97M-V def2-TZVPD RIJCOSX def2/J DEFGRID3
* xyz 0 1
C 0.151 -0.014 0.393
N 3.305 1.397 -0.183
O 4.170 1.765 0.478
O 3.431 -1.761 0.551
O 2.191 -1.174 -1.533
O 1.222 -0.716 0.859
S 2.506 -0.950 -0.182
H 0.371 1.069 0.790
H -0.727 -0.403 0.841
H 0.137 0.086 -0.741
*
```

- HOMO (alpha / beta): -0.33302 / -0.34429 hartree
- Orbital gap (alpha / beta): 8.13 / 8.12 eV
- LUMO energy (alpha / beta): -0.9 / -1.3 eV



--- 2 ---
Molecular formula: CH3NO4S
Method: DFT, the ωB97M-V functional and the def2-TZVPD basis

ORCA input file:
```
! wB97M-V def2-TZVPD RIJCOSX def2/J DEFGRID3
* xyz 0 1
C 1.341 -0.016 -0.003
N 0.291 -0.947 0.005
O -0.553 -0.769 -1.065
S -1.503 0.199 -0.054
O -1.038 1.522 -0.172
O -2.888 -0.045 0.082
O -0.665 -0.662 1.063
H 1.818 0.183 1.057
H 2.089 -0.455 -0.516
H 1.109 0.991 -0.398
*
```

- HOMO: -0.39272 hartree
- Orbital gap: 11.35 eV
- LUMO energy: 0.7 eV
- SMILES: C[N+]12OS1(=O)([O-])O2



Most stable: 1



--- 1 ---
Molecular formula: C2H8S2
Method: DFT, the ωB97M-V functional and the def2-TZVPD basis

ORCA input file:
```
! wB97M-V def2-TZVPD RIJCOSX def2/J DEFGRID3
* xyz 0 1
C 1.834 -0.023 -0.040
C 0.329 -0.250 -0.002
H 2.367 -0.977 0.013
H 2.163 0.590 0.808
H 2.130 0.484 -0.960
H 0.032 -0.780 0.908
H 0.013 -0.865 -0.847
H -0.168 1.874 0.949
H -3.416 -0.713 0.434
H -2.231 -0.671 -1.112
S -0.650 1.277 -0.153
S -2.404 0.054 0.002
*
```

- HOMO: -0.25942 hartree
- Orbital gap: 7.88 eV
- LUMO energy: 0.8 eV



--- 2 ---
Molecular formula: C2H8S2
Method: DFT, the ωB97M-V functional and the def2-TZVPD basis

ORCA input file:
```
! wB97M-V def2-TZVPD RIJCOSX def2/J DEFGRID3
* xyz 0 1
C 1.311 3.123 -2.061
S 0.742 4.238 -0.709
H 0.603 3.327 -2.956
H 2.403 3.604 -2.118
H 1.405 2.086 -1.723
H -0.262 3.402 -0.228
C -0.863 -2.757 1.485
S -0.530 -4.605 1.936
H -1.031 -2.603 0.375
H -1.883 -2.543 1.881
H -0.020 -2.316 2.101
H -1.873 -4.956 2.017
*
```

- HOMO: -0.33420 hartree
- Orbital gap: 9.67 eV
- LUMO energy: 0.6 eV
- SMILES: CS.CS



--- 3 ---
Molecular formula: C2H8S2
Method: DFT, the ωB97M-V functional and the def2-TZVPD basis

ORCA input file:
```
! wB97M-V def2-TZVPD RIJCOSX def2/J DEFGRID3
* xyz 0 1
C -1.082 -1.294 0.720
C -2.300 -0.350 0.682
S -1.717 1.278 -0.057
H -0.454 -1.230 1.609
H -0.524 -1.318 -0.236
H -1.437 -2.344 0.745
H -3.076 -0.494 -0.063
H -2.574 0.032 1.655
H -0.466 1.426 0.377
S 3.168 -0.403 -0.565
H 1.967 -0.165 -1.098
H 3.814 -0.134 -1.699
*
```

- HOMO: -0.32945 hartree
- Orbital gap: 9.78 eV
- LUMO energy: 0.8 eV
- SMILES: CCS.S



Most stable: 3



--- 1 ---
Molecular formula: C2H2Cl2N2
Method: DFT, the ωB97M-V functional and the def2-TZVPD basis

ORCA input file:
```
! wB97M-V def2-TZVPD RIJCOSX def2/J DEFGRID3
* xyz 0 1
N -2.397 -0.088 -0.452
C -1.379 0.192 0.029
C -0.087 0.555 0.489
N 1.035 -0.097 -0.674
Cl 2.363 -0.753 0.324
Cl 0.176 -1.472 -1.490
H 0.040 1.559 0.221
H 0.249 0.105 1.554
*
```

- HOMO: -0.38379 hartree
- Orbital gap: 9.62 eV
- LUMO energy: -0.8 eV
- SMILES: N#CCN(Cl)Cl



--- 2 ---
Molecular formula: C2H2Cl2N2
Method: DFT, the ωB97M-V functional and the def2-TZVPD basis

ORCA input file:
```
! wB97M-V def2-TZVPD RIJCOSX def2/J DEFGRID3
* xyz 0 1
N 0.482 -0.546 2.417
C 0.449 -0.097 1.351
C 0.443 0.401 0.021
N -0.851 -0.022 -0.517
Cl -1.348 0.598 -2.071
Cl -1.013 -1.781 -0.481
H 0.387 1.429 -0.183
H 1.451 0.017 -0.537
*
```

- HOMO: -0.37133 hartree
- Orbital gap: 9.55 eV
- LUMO energy: -0.6 eV
- SMILES: N#CCN(Cl)Cl



Most stable: 2



--- 1 ---
Molecular formula: C2H2FNO2
Method: DFT, the ωB97M-V functional and the def2-TZVPD basis

ORCA input file:
```
! wB97M-V def2-TZVPD RIJCOSX def2/J DEFGRID3
* xyz 0 1
N 1.593 -0.434 2.165
C 1.233 -0.128 1.142
C 0.476 0.165 -0.086
O -0.694 -0.330 0.039
O 0.525 1.798 0.087
F 0.184 2.504 -1.052
H 0.865 -0.182 -1.010
H -1.048 -0.366 1.035
*
```

- HOMO: -0.41786 hartree
- Orbital gap: 11.78 eV
- LUMO energy: 0.4 eV
- SMILES: N#C[C@@H](O)OF



--- 2 ---
Molecular formula: C2H2FNO2
Method: DFT, the ωB97M-V functional and the def2-TZVPD basis

ORCA input file:
```
! wB97M-V def2-TZVPD RIJCOSX def2/J DEFGRID3
* xyz 0 1
O 0.633 -1.941 0.047
C 0.881 -0.850 -0.314
N 0.097 0.463 -0.046
O 1.017 1.293 0.195
C -1.187 0.608 0.219
F -1.931 -0.371 -0.271
H 1.985 -0.653 -0.647
H -1.496 1.451 0.815
*
```

- HOMO (alpha / beta): -0.34144 / -0.34151 hartree
- Orbital gap (alpha / beta): 9.03 / 9.03 eV
- LUMO energy (alpha / beta): -0.3 / -0.3 eV
- SMILES: O=C/[N+]([O-])=C\F



Most stable: 2



--- 1 ---
Molecular formula: C6H8BN
Method: DFT, the ωB97M-V functional and the def2-TZVPD basis

ORCA input file:
```
! wB97M-V def2-TZVPD RIJCOSX def2/J DEFGRID3
* xyz 0 1
C -1.235 1.700 -1.943
B 0.301 1.348 -1.367
C 0.394 0.165 -0.213
C 0.517 0.560 1.409
C 0.540 -0.810 2.345
C 0.463 -2.345 1.810
N 0.404 -2.623 0.347
C 0.373 -1.429 -0.544
H -1.330 1.458 -3.092
H -2.061 1.084 -1.383
H -1.507 2.844 -1.800
H 1.212 1.973 -1.771
H 0.574 1.656 1.814
H 0.589 -0.655 3.523
H 0.452 -3.246 2.576
H 0.316 -1.681 -1.711
*
```

- HOMO: -0.32009 hartree
- Orbital gap: 8.49 eV
- LUMO energy: -0.2 eV
- SMILES: CBc1cccnc1



--- 2 ---
Molecular formula: C6H8BN
Method: DFT, the ωB97M-V functional and the def2-TZVPD basis

ORCA input file:
```
! wB97M-V def2-TZVPD RIJCOSX def2/J DEFGRID3
* xyz 0 1
C 2.285 -0.582 -0.430
B 0.501 -0.745 -0.799
C -0.724 -0.039 0.028
C -1.791 -0.774 0.334
C -2.868 -0.176 0.976
N -2.850 1.120 1.247
C -1.794 1.875 0.914
C -0.691 1.341 0.343
H 2.763 -0.310 -1.300
H 2.589 -1.568 -0.083
H 2.428 0.109 0.350
H 0.362 -1.404 -1.726
H -1.949 -1.755 -0.001
H -3.746 -0.525 1.338
H -1.935 2.904 1.112
H 0.241 1.947 0.293
*
```

- HOMO: -0.35336 hartree
- Orbital gap: 9.61 eV
- LUMO energy: 0.0 eV
- SMILES: CBc1ccncc1



Most stable: 2